Record 1
Here is a single C18H16Cl3N3S2 molecule at a distorted geometry from the Open Molecules 2025 dataset. Energies are from ωB97M-V with the def2-TZVPD basis set.

Positions of all 42 atoms, in Å:
1 C -3.6624 2.1119 1.6679
2 N -0.4582 -3.1966 1.1404
3 C 0.2911 1.9916 -1.9703
4 H -3.0544 -1.3333 1.8919
5 C -2.6325 1.9539 2.6414
6 S -0.2348 0.2307 -1.8580
7 H -4.5752 2.5139 1.8688
8 H -2.5694 -1.6484 -1.9027
9 H 1.5727 3.3762 -1.1793
10 C -2.0843 1.0961 0.0383
11 C 3.2521 -1.4775 0.2592
12 H -0.2049 -2.8524 -0.9546
13 C -2.2643 -1.8745 1.3982
14 C 3.6710 0.2669 -1.2346
15 C -0.7758 -2.6792 -0.0650
16 H -2.5117 0.8023 -2.1222
17 H -0.6034 1.3535 2.9746
18 H -1.4493 -2.9482 2.9903
19 C 1.6307 2.2600 -1.2722
20 C -2.5475 -1.0989 -0.9708
21 Cl -3.0260 2.3275 4.3485
22 H 6.3581 -1.7157 -1.0647
23 C -1.0709 1.0477 1.0305
24 N 2.8318 -0.3383 -0.3360
25 C -1.3798 -2.6526 2.0156
26 Cl 4.9228 -3.5234 0.5407
27 H -0.2109 0.4500 0.9380
28 C -1.9715 0.2932 -1.2895
29 N -1.8983 -1.9032 0.0518
30 C 4.4763 -1.9785 -0.0466
31 H 2.5197 -2.0712 0.8497
32 H 0.2077 2.3270 -3.0010
33 H -3.6187 -0.9236 -0.9041
34 C -1.4129 1.4520 2.3241
35 H 1.6034 1.8050 -0.2536
36 H 5.6261 0.4508 -2.1268
37 C 4.9774 -0.1522 -1.5295
38 Cl -4.6617 1.5105 -0.8554
39 H -0.2398 2.6370 -1.3309
40 S 3.1828 1.6913 -2.1348
41 C -3.3906 1.6634 0.3362
42 C 5.3855 -1.2445 -0.9034

Properties
energy above the lowest of the compared OMol25 structures with the same formula, charge and spin: 1.4364 eV
SMILES: Clc1ccc(SCCS[C@@H](Cn2ccnc2)c2ccc(Cl)cc2Cl)nc1
DFT total energy: -3036.68050 Eh
HOMO energy: -8.337 eV
LUMO: 0.38 eV

***

Record 2
Here is a single C18H16ClF3N6O molecule at a distorted geometry from the Open Molecules 2025 dataset. Energies are from ωB97M-V with the def2-TZVPD basis set.

Positions of all 45 atoms, in Å:
1 C 0.9978 -4.8423 2.4045
2 H 0.5185 0.9071 0.3618
3 C 0.8213 1.4771 -2.2313
4 C 0.9002 1.7042 -3.6447
5 N 0.7080 -4.7315 3.7409
6 H 0.7323 -5.5902 4.2503
7 N -1.5141 0.4236 0.3855
8 H -0.1248 3.4944 0.3209
9 N -0.6558 -2.5015 2.9740
10 H -1.7774 3.0021 0.4356
11 H -2.4256 2.3405 -4.1360
12 C -1.4647 -1.4628 3.2436
13 C -0.1354 -2.6973 1.7359
14 C 0.1151 -1.9503 -0.5603
15 N -0.7103 2.5860 2.2090
16 H -0.0786 -1.3021 -1.3824
17 C 0.8264 -3.1449 -0.8276
18 C 0.6132 2.9134 2.7807
19 C 0.6190 -3.8351 1.3567
20 N 1.0566 -4.0577 0.0861
21 H -1.8234 -1.3409 4.2648
22 H -2.5479 1.8668 -1.7019
23 C -1.5747 1.8296 -2.2229
24 H 0.5268 2.8929 3.8738
25 F 2.7609 2.8319 -4.4562
26 C -0.7725 2.7145 0.7263
27 Cl -0.4315 2.4332 -5.9850
28 H 0.0690 -3.9692 3.9984
29 C -0.3879 -1.7665 0.7253
30 H -2.3156 0.8399 0.8329
31 C 2.2446 1.5731 -4.3741
32 H 1.7438 1.2623 -1.6601
33 H 1.1358 -3.3388 -1.8429
34 F 2.0765 1.0763 -5.6491
35 H -1.0896 1.6860 2.5265
36 H 1.3833 2.1800 2.4704
37 H 0.9390 3.8937 2.4996
38 C -1.5198 2.0930 -3.5874
39 N -1.7827 -0.5851 2.2759
40 C -0.4022 1.5297 -1.5291
41 F 3.1002 0.7599 -3.6892
42 C -0.4429 1.3481 0.0238
43 O 1.5719 -5.8917 2.1506
44 C -1.1796 -0.7018 1.1258
45 C -0.3030 2.0504 -4.2994

Properties
SMILES: CNC[C@@H](Nc1ncnc2c(C(N)=O)nccc12)c1ccc(Cl)c(C(F)(F)F)c1
DFT total energy: -1859.09751 Eh
HOMO energy: -9.028 eV
LUMO: -1.27 eV

***

Record 3
Here is a single C18H16ClN5O2 molecule at a distorted geometry from the Open Molecules 2025 dataset. Energies are from ωB97M-V with the def2-TZVPD basis set.

Positions of all 42 atoms, in Å:
1 H 2.5187 -1.7796 -0.5289
2 H 4.1482 -1.1348 -0.3678
3 H 3.3932 1.1493 0.0340
4 H 2.1711 -0.8781 1.9967
5 C -4.0096 -3.0374 -0.4670
6 H -1.3179 1.5092 -4.1893
7 H 0.9090 5.3898 -2.8312
8 Cl 2.4733 3.4221 1.3313
9 C -5.0659 -4.1424 -0.6774
10 H -0.3296 3.4085 -3.5106
11 C 1.6893 4.4635 -1.0181
12 C 2.7996 0.0042 1.7197
13 H -7.2106 -4.5731 -0.0691
14 C -6.2203 -4.3182 0.3220
15 C 0.2484 -0.0895 -0.1550
16 C 1.1810 2.0526 -0.7307
17 C -1.8441 -0.5093 -1.7089
18 C -1.3283 0.9340 -3.2608
19 H 2.4567 0.8441 2.3726
20 N 1.3383 0.7919 -0.1012
21 C 3.1354 -0.8721 -0.6289
22 O 0.2148 -1.1025 0.5406
23 C -0.7040 0.1015 -1.2925
24 C 0.3042 3.3384 -2.6346
25 C 0.3827 2.1536 -1.9078
26 O -3.5298 -2.6036 0.7136
27 N -0.4586 1.0961 -2.1526
28 H 2.1398 5.3890 -0.6363
29 N -3.5389 -2.4214 -1.4987
30 N -2.6320 -1.5752 0.3560
31 H 3.8402 -0.2074 1.9159
32 H -4.3018 -5.2858 1.0277
33 C 1.7542 3.2729 -0.2491
34 C -5.0911 -5.3228 0.2577
35 H -5.3161 -4.3314 -1.6932
36 C -2.6491 -1.5081 -0.9357
37 H -6.3023 -3.7252 1.2730
38 N -2.2218 0.0115 -2.9395
39 H -5.2917 -6.3055 -0.1810
40 C 0.9711 4.4873 -2.2327
41 H 3.1072 -0.5462 -1.6832
42 C 2.6995 0.3150 0.2482

Properties
SMILES: CC(C)n1c(=O)c2c(-c3noc(C4CC4)n3)ncn2c2cccc(Cl)c21
DFT total energy: -1579.91555 Eh
HOMO energy: -8.616 eV
LUMO: -0.01 eV

***

Record 4
Here is a molecular structure, C18H16ClNO4 at a distorted geometry from the Open Molecules 2025 dataset. Energies are from ωB97M-V with the def2-TZVPD basis set.

Positions of all 40 atoms, in Å:
1 H 7.5743 2.3759 0.2349
2 H 1.2496 -3.7481 0.2807
3 H 5.6168 2.9507 -0.0266
4 H 6.6437 1.8570 -1.2507
5 C -1.0927 -1.5609 0.4273
6 O 0.9664 -2.1198 -1.8947
7 C 1.3618 -1.9185 -0.7953
8 H 5.4206 -1.2347 1.7031
9 C 2.6011 -1.4003 -0.1822
10 H 3.3138 -2.3261 1.2902
11 C -6.0597 3.1797 -0.0986
12 N -2.3581 -1.2518 0.1255
13 O -0.4118 -0.5168 0.6432
14 H 1.1553 -2.6294 1.3810
15 C 6.5421 2.0390 -0.1255
16 H -6.4048 3.1991 -0.9988
17 H -3.4323 3.0825 0.1848
18 C 2.9489 -0.2378 -1.0625
19 H -7.0183 2.8800 0.3840
20 H -1.7915 1.2660 0.4339
21 H 4.3287 1.4936 -1.1971
22 C -3.3479 -0.2193 0.2528
23 C -0.6285 -2.8624 0.2015
24 C -5.1334 1.9944 0.0736
25 Cl -5.2004 -2.0850 -0.2329
26 C 4.6427 -0.8825 0.8335
27 H 2.3583 0.1343 -2.0827
28 C -3.8872 2.1934 0.3626
29 C 3.5395 -1.6218 0.5571
30 H -2.9265 -2.3969 0.0361
31 C 4.1560 0.4260 -1.0111
32 C -4.6890 -0.3139 -0.2989
33 H -6.6154 0.1862 -0.2656
34 O 6.2867 0.9759 0.4851
35 H -5.6467 3.8763 0.4549
36 C 5.0482 0.1985 0.1443
37 C -5.6388 0.6204 0.0590
38 O -1.4481 -3.8110 0.3660
39 C 0.8979 -2.8342 0.4331
40 C -2.9212 1.0422 0.1755

Properties
energy above the lowest of the compared OMol25 structures with the same formula, charge and spin: 13.4124 eV
DFT total energy: -1510.97818 Eh
HOMO energy: -8.936 eV
LUMO: -1.04 eV

***

Record 5
Here is a gas-phase ion, C18H16F4N (charge +1) at a distorted geometry from the Open Molecules 2025 dataset. Energies are from ωB97M-V with the def2-TZVPD basis set.

Positions of all 39 atoms, in Å:
1 F 4.3868 -2.3834 -0.4636
2 C 3.0265 -2.4482 -0.6277
3 N 0.5493 0.7183 0.6986
4 C -4.1541 0.2459 -1.3552
5 F -4.2837 -2.1090 -1.4413
6 C 0.6994 2.0255 0.7938
7 H 0.4219 1.2692 3.8386
8 H -0.6621 -2.4600 -1.6735
9 H 0.4046 0.5806 -1.3576
10 H 2.1033 1.0351 3.3781
11 H 3.0946 -4.5166 -1.3081
12 C 0.0943 -0.0149 -0.4645
13 C 0.7016 0.0597 2.0398
14 H 1.1935 2.9127 -1.1269
15 H -0.2350 -0.4024 2.3869
16 C 0.6093 3.1080 -0.2206
17 C 1.0540 2.4816 2.1500
18 C 1.1205 -3.6129 -1.3767
19 C 0.8901 -1.3264 -0.6452
20 F -3.8911 2.6019 -1.1379
21 H 2.0301 2.9896 2.1105
22 C -2.0189 1.2131 -0.7038
23 H 0.3090 3.2012 2.5330
24 C 2.2771 -1.2995 -0.4119
25 C -2.2574 -1.1666 -0.6272
26 H 1.0267 3.9903 0.2847
27 H -1.8903 -2.1430 -0.3446
28 C 2.4783 -3.6594 -1.0831
29 C -1.4266 -0.0352 -0.5847
30 H -0.4107 3.4147 -0.4790
31 C -3.3399 1.3487 -1.0538
32 H -1.4259 2.1150 -0.5482
33 H -5.1359 0.3548 -1.8035
34 F 0.5334 -4.7489 -1.8742
35 C 0.3358 -2.4703 -1.2413
36 H 1.4663 -0.7196 1.9989
37 H 2.7762 -0.3583 -0.1245
38 C -3.5515 -0.9944 -1.1200
39 C 1.1004 1.2032 2.9856

Properties
energy above the lowest of the compared OMol25 structures with the same formula, charge and spin: 0.0000 eV
charge: +1
SMILES: CC1=[N+](C(c2cc(F)cc(F)c2)c2cc(F)cc(F)c2)CCC1
DFT total energy: -1149.45961 Eh
HOMO energy: -12.636 eV
LUMO: -4.14 eV

***

What is the DFT total energy in the fourth record? -1510.97818 Eh

***

Look up the HOMO energy of the fifth one. -12.636 eV